w | 3 unconnected molecules or ions with the total composition C4H12N2O2, computed with the ωB97M-V functional and the def2-TZVPD basis.

Its net charge is 0. The gap between HOMO and LUMO (spin up / spin down) is 6.89 / 6.91 eV. Its multiplicity is 1.

The geometry in XYZ format:
```
20
Properties=species:S:1:pos:R:3:nbo_charge:R:1
C 0.531 -0.366 0.088 0.53
C -0.379 0.676 0.169 0.04
C -1.516 -0.542 -1.229 -0.11
C 1.495 -0.541 -1.038 -0.70
N 1.505 1.303 1.358 -1.18
N -1.319 0.807 1.183 -0.84
O 0.341 -1.414 0.934 -0.69
O -2.706 0.144 -1.132 -0.72
H 0.934 -2.140 0.715 0.49
H -2.839 0.353 -0.189 0.49
H -0.236 1.526 -0.476 0.24
H 2.432 1.385 0.937 0.32
H 1.646 0.739 2.198 0.32
H -1.283 1.735 1.585 0.40
H -1.196 0.119 1.917 0.39
H -1.106 -0.460 -2.231 0.16
H -1.544 -1.564 -0.838 0.14
H 1.541 0.359 -1.647 0.25
H 2.490 -0.735 -0.634 0.24
H 1.208 -1.386 -1.670 0.22
```

---

x | 2 unconnected molecules or ions with the total composition C4H12N2O2, computed with the ωB97M-V functional and the def2-TZVPD basis.

Its net charge is 0. The gap between HOMO and LUMO is 10.04 eV. The SMILES is CCNC(=O)CN.O. Its multiplicity is 1.

The geometry in XYZ format:
```
20
Properties=species:S:1:pos:R:3:nbo_charge:R:1
N -1.753 -2.160 0.152 -0.82
C -0.659 -1.377 0.662 -0.33
C -1.011 0.151 0.633 0.68
N 0.075 0.977 0.458 -0.64
C 1.437 0.648 0.866 -0.23
C 2.408 0.574 -0.314 -0.64
O -2.098 0.596 0.915 -0.60
H -2.075 -2.876 0.780 0.37
H -1.500 -2.654 -0.698 0.36
H 0.283 -1.580 0.148 0.19
H -0.486 -1.397 1.749 0.21
H -0.223 1.886 0.791 0.40
H 1.899 1.453 1.459 0.21
H 1.465 -0.255 1.458 0.19
H 3.404 0.943 -0.087 0.22
H 2.393 -0.339 -0.898 0.21
H 1.920 1.111 -1.155 0.23
H -2.284 1.826 -1.793 0.48
H -1.382 0.817 -2.507 0.47
O -1.812 1.656 -2.620 -0.94
```

---

y | 2 unconnected molecules or ions with the total composition C4H12N2O2, computed with the ωB97M-V functional and the def2-TZVPD basis.

Its net charge is 0. The gap between HOMO and LUMO is 9.67 eV. The SMILES is CN(C)CC(N)=O.O. Its multiplicity is 1.

The geometry in XYZ format:
```
20
Properties=species:S:1:pos:R:3:nbo_charge:R:1
C 0.082 -2.141 -0.512 -0.42
N -0.041 -0.783 -1.080 -0.45
C -0.442 -0.916 -2.512 -0.42
C -0.977 0.067 -0.344 -0.32
C -0.161 1.287 0.216 0.69
N 0.577 2.019 -0.668 -0.82
O -0.226 1.512 1.406 -0.64
H 0.675 -2.001 0.399 0.20
H -0.928 -2.558 -0.233 0.17
H 0.624 -2.865 -1.100 0.21
H 0.028 -1.790 -2.977 0.21
H -0.010 -0.060 -3.022 0.18
H -1.517 -0.956 -2.724 0.18
H -1.271 -0.421 0.568 0.23
H -1.740 0.484 -0.988 0.21
H 1.398 2.512 -0.362 0.40
H 0.570 1.738 -1.633 0.39
H 0.372 0.209 2.987 0.49
H 1.606 -0.557 2.620 0.46
O 0.879 -0.565 3.277 -0.95
```

---

The least stable of them is w.